i | C5H7NS2 | the ωB97M-V functional and the def2-TZVPD basis

Calculated values
orbital gap: 0.298 Ha

Last columns: bonded neighbours and bond lengths (Å).
Cartesian coordinates (Å):
1 C 0.439 2.239 0.369  C2 1.539, H9 1.087, H10 1.090, H11 1.098
2 C 0.017 1.170 -0.655  C1 1.539, S3 1.649, N4 1.342
3 S -0.293 1.588 -2.220  C2 1.649
4 N -0.026 -0.095 -0.210  C2 1.342, C5 1.496, C7 1.359
5 C -0.387 -1.329 -0.973  N4 1.496, C6 1.539, H12 1.082, H13 1.116
6 C -0.238 -2.064 0.371  C5 1.539, C7 1.517, H14 1.093, H15 1.090
7 C 0.119 -0.724 0.986  N4 1.359, C6 1.517, S8 1.611
8 S 0.520 -0.275 2.481  C7 1.611
9 H 1.444 2.039 0.733  C1 1.087
10 H -0.280 2.223 1.188  C1 1.090
11 H 0.430 3.241 -0.082  C1 1.098
12 H 0.297 -1.466 -1.800  C5 1.082
13 H -1.447 -1.244 -1.312  C5 1.116
14 H 0.561 -2.809 0.350  C6 1.093
15 H -1.155 -2.494 0.775  C6 1.090

***

ii | C5H7NS2 | the ωB97M-V functional and the def2-TZVPD basis

Calculated values
orbital gap: 0.288 Ha

Last columns: bonded neighbours and bond lengths (Å).
Cartesian coordinates (Å):
1 C -0.088 0.255 -1.310  C2 1.516, H9 1.171, H10 1.039, H11 1.063
2 C 0.490 0.463 0.076  C1 1.516, C3 1.486, C4 1.505, N6 1.551
3 C -0.310 0.292 1.317  C2 1.486, H12 1.159, H13 1.126, H14 1.206
4 C 1.819 1.170 0.054  C2 1.505, S5 1.604, N6 1.344
5 S 2.702 2.483 -0.205  C4 1.604
6 N 1.898 -0.150 0.297  C2 1.551, C4 1.344, C7 1.355
7 C 2.589 -1.261 -0.054  N6 1.355, S8 1.664, H15 1.118
8 S 4.235 -1.463 0.073  C7 1.664
9 H -0.664 -0.764 -1.314  C1 1.171
10 H 0.655 0.360 -2.029  C1 1.039
11 H -0.807 0.942 -1.685  C1 1.063
12 H -0.013 -0.575 2.027  C3 1.159
13 H -1.371 0.031 1.046  C3 1.126
14 H -0.326 1.242 2.059  C3 1.206
15 H 1.956 -2.136 -0.344  C7 1.118

***

The least stable of the structures above is ii, whereas i is the most stable.